1.
C24H46IrN2O7PS3Si3 | the ωB97M-V functional and the def2-TZVPD basis

The multiplicity is 2. The calculation puts the total energy at -111213.056 eV. The value obtained for the highest occupied orbital energy (alpha / beta) is -10.37 / -10.51 eV. The net charge is +1. For the energy relative to the best compared isomer or geometry (same formula, charge and spin), the calculation gives 0.8943 eV.

Geometry (Å):
Ir -0.0275 -0.2865 -0.2054
O 2.9267 1.1074 2.4182
C 1.9011 0.6490 1.7754
O 1.8461 0.5619 0.5459
C 0.7590 0.2327 2.6474
C 0.7365 0.2052 4.0340
C -0.4110 -0.2782 4.6442
C -1.4918 -0.7014 3.8720
C -1.3724 -0.6257 2.4959
N -0.2668 -0.1771 1.9338
C -2.3645 -1.0210 1.4464
O -3.6116 -1.2522 1.7851
O -2.0420 -1.1214 0.2734
H 3.7366 1.0229 1.8532
H 1.5969 0.5300 4.6017
H -0.4653 -0.3384 5.7227
H -2.3752 -1.1034 4.3518
H -3.7845 -1.0642 2.7179
C -0.5871 2.8279 0.7458
O -0.4794 1.8302 -0.2612
Si -0.1262 2.0841 -1.9325
C -1.4736 3.1669 -2.6316
C 1.4077 3.1333 -2.0388
C -0.0580 0.2517 -2.2859
Si 1.5499 -0.2759 -3.1848
C 1.8064 0.7967 -4.7135
C 3.0804 -0.1124 -2.1111
C 1.5466 -2.0365 -3.8052
Si -1.6118 -0.3862 -3.1805
C -1.7078 0.3155 -4.9158
C -3.2147 0.0795 -2.2974
C -1.6678 -2.2521 -3.3061
H -0.8956 3.7700 0.2920
H 0.3715 2.9823 1.2469
H -1.3426 2.5310 1.4736
H -1.3328 4.1822 -2.2477
H -2.4892 2.8571 -2.3960
H -1.3867 3.2379 -3.7181
H 1.2339 4.0684 -1.4964
H 1.5963 3.4106 -3.0772
H 2.3117 2.6745 -1.6421
H 1.7065 1.8691 -4.5417
H 1.1173 0.5230 -5.5129
H 2.8185 0.6254 -5.0914
H 3.1837 0.8215 -1.5633
H 3.9421 -0.1987 -2.7793
H 3.1588 -0.9276 -1.3883
H 0.9883 -2.1419 -4.7377
H 1.1734 -2.7730 -3.0947
H 2.5888 -2.2932 -4.0206
H -1.6777 1.4056 -4.9491
H -2.6557 0.0014 -5.3622
H -0.9090 -0.0635 -5.5538
H -3.2572 1.0986 -1.9137
H -3.4301 -0.5962 -1.4711
H -4.0290 -0.0288 -3.0200
H -1.1174 -2.6344 -4.1650
H -2.7104 -2.5682 -3.4125
H -1.2539 -2.7430 -2.4239
S 2.7844 -2.4555 2.0740
C 3.9839 -1.4720 1.4794
N 4.7930 -0.7194 1.1187
C -2.7321 -5.3573 -1.6729
C -2.7580 -4.3013 -0.5901
C -3.8378 -4.6021 0.4277
O -1.5131 -4.2367 0.2028
P 0.0122 -4.2775 -0.2040
S 0.5544 -5.0518 -1.8509
S 0.9743 -2.3339 -0.0954
O 0.6804 -4.9637 1.0420
C 0.2388 -5.1876 2.4105
C -0.5313 -4.0240 3.0076
C -0.5346 -6.4877 2.4623
H -3.7449 -5.4456 -2.0708
H -2.4389 -6.3247 -1.2624
H -2.0617 -5.1070 -2.4876
H -2.8919 -3.3106 -1.0217
H -3.6974 -5.6045 0.8354
H -4.8148 -4.5634 -0.0549
H -3.8338 -3.8878 1.2450
H 1.1841 -5.2961 2.9423
H -1.5201 -3.9356 2.5534
H 0.0111 -3.0880 2.8831
H -0.6542 -4.2066 4.0769
H -1.4828 -6.3895 1.9313
H -0.7426 -6.7547 3.4995
H 0.0425 -7.2909 2.0075

Forces on atoms 1 to 3 (eV/Å):
-0.46 0.98 2.11
0.31 -0.06 -0.20
0.05 -0.15 0.09

Results of the Mulliken charge analysis, in e, for atoms 1 through 8:
1. Ir 3.05
2. O -0.54
3. C -0.51
4. O -0.23
5. C 0.48
6. C -0.88
7. C -1.17
8. C -0.74

---

2.
C24H47BF8N4O7P | the ωB97M-V functional and the def2-TZVPD basis

The multiplicity is 1. The calculation puts the total energy at -77629.636 eV. The value obtained for the highest occupied orbital energy is -11.70 eV. The net charge is +1.

Geometry (Å):
C 6.7371 1.4179 2.9296
C 6.1341 1.8680 1.4656
O 5.4808 0.7889 0.7095
P 4.1387 0.0902 1.5962
O 3.5499 1.2224 2.5275
C 2.8041 -0.7115 0.4243
C 1.4875 0.2906 0.3725
C 0.1318 -0.3974 -0.2317
N -0.1933 -0.0989 -1.6743
C 1.0457 0.2093 -2.5420
C -1.0992 1.1389 -1.8645
C -0.6693 2.4691 -1.0397
C -1.0790 2.6618 0.4995
O -2.2523 1.9991 1.0322
C -2.1303 1.6440 2.4588
C -3.4657 0.8180 3.0244
F -4.4673 1.9006 3.3530
F -4.0803 0.0139 1.9435
C -3.1959 0.0147 4.4265
F -2.5555 0.9049 5.4637
F -4.5531 -0.3133 4.9894
C -2.3962 -1.4076 4.2770
F -0.9689 -1.2843 3.8852
F -3.0412 -2.3691 3.3130
C -2.3882 -2.2247 5.7367
F -1.5967 -1.5407 6.7851
F -1.7895 -3.6045 5.5953
C -2.7057 0.7960 -1.8853
C -3.5767 2.1469 -2.3609
C -4.4989 2.7827 -1.1645
O -5.9147 2.8543 -1.6595
C -4.0630 4.3702 -0.9274
N -4.5382 4.9350 0.4016
O -3.1278 -0.2413 -2.8338
C -2.0245 -1.0091 -3.3978
N -2.6510 -2.3343 -3.8836
C -0.9574 -1.3152 -2.1971
B -0.0650 -2.5805 -2.7146
O -0.1541 -3.8424 -1.8949
N 0.8176 -2.6766 -3.9410
C 0.1595 -3.3637 -5.1118
C 1.9335 -3.6570 -3.5192
O 4.8294 -1.2002 2.5759
C 5.7053 -2.0084 1.6656
C 6.0554 -3.3936 2.5317
H 7.6549 2.0891 3.2601
H 5.8797 1.6497 3.7268
H 7.0578 0.2951 3.0035
H 5.4587 2.8107 1.6369
H 7.0622 2.2478 0.8184
H 3.3498 -0.8444 -0.6016
H 2.5377 -1.7995 0.8043
H 1.8032 1.3080 -0.1040
H 1.2455 0.5331 1.5164
H 0.2488 -1.5586 0.0231
H -0.8413 -0.0923 0.3912
H 1.4403 1.3041 -2.4210
H 0.7880 0.1080 -3.7048
H 1.9774 -0.4780 -2.2514
H -0.8662 1.4532 -2.9989
H 0.4966 2.7284 -1.1046
H -1.1653 3.3828 -1.6334
H -0.1603 2.3737 1.2060
H -1.2281 3.8324 0.6894
H -2.1167 2.6547 3.0930
H -1.1759 1.0237 2.7324
H -3.4954 -2.4182 6.1338
H -3.1322 0.4328 -0.8297
H -2.8768 2.9510 -2.8988
H -4.3458 1.8271 -3.2178
H -4.5496 2.1548 -0.1803
H -6.2728 1.9082 -1.6121
H -4.6652 4.9746 -1.7630
H -2.9268 4.5750 -1.1595
H -4.7819 5.9449 0.1734
H -3.7267 4.9412 1.0586
H -1.5799 -0.3717 -4.2950
H -2.5119 -2.3721 -4.9364
H -3.6822 -2.2910 -3.6908
H -1.6062 -1.6873 -1.2660
H -1.0263 -4.2653 -2.2005
H -0.8168 -3.9593 -4.8636
H 0.9062 -4.0710 -5.6867
H -0.1206 -2.5039 -5.8911
H 2.3611 -3.4345 -2.4532
H 1.5396 -4.7759 -3.6480
H 2.8564 -3.5808 -4.2700
H 5.1423 -2.3347 0.6925
H 6.6925 -1.4316 1.3610
H 6.3888 -3.0049 3.6064
H 6.9233 -3.9937 2.0118
H 5.0487 -3.9988 2.6037

Forces on atoms 1 to 3 (eV/Å):
-0.74 0.66 0.84
2.20 1.63 1.00
-2.41 -1.05 1.78

Results of the Mulliken charge analysis, in e, for atoms 1 through 8:
1. C -0.72
2. C -0.31
3. O -0.40
4. P 0.91
5. O -0.71
6. C -0.81
7. C -0.48
8. C 0.04

---

3.
C24H47BFLuO3 | the ωB97M-V functional and the def2-TZVPD basis

The multiplicity is 1. The calculation puts the total energy at -68783.530 eV. The value obtained for the highest occupied orbital energy is -13.15 eV. The net charge is +2.

Geometry (Å):
C 0.7826 0.7394 4.0998
C 0.4713 -0.7146 4.6233
C 1.5541 -1.7323 4.1143
C 0.9996 -2.4188 2.7988
C 1.9575 -3.5182 2.2726
C 1.4054 -4.2544 1.0019
C 1.2387 -3.3193 -0.2311
C 2.6244 -2.8423 -0.8147
C 2.7086 -1.2640 -0.7036
C 3.7955 -0.7822 -1.7196
C 3.5074 0.5731 -2.4660
C 2.4925 1.5332 -1.7828
C 2.3833 2.8159 -2.6738
C 1.3521 3.8983 -2.1822
C 1.0748 3.9269 -0.6514
C -0.0405 2.9632 -0.1632
C -1.4893 3.4361 -0.5021
C -1.9397 3.0999 -1.9693
C -3.3361 2.4038 -2.0734
C -3.1100 0.8733 -2.3840
C -4.3195 0.0817 -1.7706
O -4.5257 -1.0986 -2.5230
B -4.3167 -2.1769 -1.5938
O -4.7274 -1.6638 -0.3334
C -4.3190 -0.2782 -0.2377
C -3.0307 -0.0087 0.6025
C -2.7766 -1.2699 1.4619
O -2.2533 -2.1904 1.0219
F -3.2189 -1.2578 2.7317
H 1.5901 0.7410 3.3424
H 1.0614 1.3656 4.9648
H -0.1233 1.1670 3.6315
H -0.5107 -1.0092 4.2010
H 0.3765 -0.7120 5.7275
H 2.5033 -1.2291 3.8652
H 1.7341 -2.5527 4.8835
H 0.8081 -1.6686 2.0095
H 0.0200 -2.8988 3.0503
H 1.9757 -4.3141 3.0675
H 3.0025 -3.1823 2.1493
H 0.4305 -4.6870 1.3252
H 2.0392 -5.1254 0.7424
H 0.5986 -2.4583 0.0493
H 0.6628 -3.8950 -0.9854
H 2.5939 -3.1122 -1.8879
H 3.4765 -3.3416 -0.3235
H 1.6894 -0.9049 -0.9131
H 3.0737 -1.0411 0.3181
H 3.9099 -1.5603 -2.5009
H 4.7936 -0.6899 -1.2487
H 4.4764 1.1187 -2.4955
H 3.2261 0.4422 -3.5300
H 2.7266 1.7552 -0.7263
H 1.4973 1.0389 -1.8532
H 3.3844 3.2345 -2.8985
H 2.0025 2.4521 -3.6538
H 0.4432 3.8038 -2.8014
H 1.7888 4.8858 -2.4413
H 2.0244 3.8266 -0.0893
H 0.7178 4.9539 -0.4131
H 0.0612 1.9165 -0.5123
H 0.0281 2.9190 0.9488
H -1.6502 4.4946 -0.2271
H -2.1650 2.8495 0.1661
H -1.1864 2.3879 -2.3701
H -1.8958 4.0033 -2.6073
H -3.8570 2.8575 -2.9392
H -3.9518 2.5391 -1.1628
H -2.1257 0.5517 -1.9836
H -3.0465 0.7584 -3.4830
H -5.1809 0.7567 -2.0026
H -3.0804 -2.2074 -1.5194
H -4.8629 -3.1786 -1.9995
H -5.1326 0.2472 0.2906
H -2.1261 0.1976 0.0110
H -3.1985 0.8278 1.3074
Lu 0.4329 -3.8781 5.5644

Forces on atoms 1 to 3 (eV/Å):
-0.30 -0.35 0.35
0.39 0.15 -0.43
-1.63 0.22 -1.35

Results of the Mulliken charge analysis, in e, for atoms 1 through 8:
1. C -1.12
2. C -0.33
3. C -0.45
4. C -0.25
5. C -0.19
6. C -1.17
7. C 0.02
8. C -0.85

---

Look up the net charge of the third one.
+2